Arrangement A

Computed, not measured: 2 unconnected molecules or ions with the total composition C30H34N2O4, with the ωB97M-V functional and the def2-TZVPD basis.

Summary:
HOMO energy: -6.10 eV
Lowest unoccupied orbital energy: -1.8 eV

CARTESIAN COORDINATES (ANGSTROEM)
C 2.986 5.090 1.159
N 3.734 4.552 0.038
C 4.878 5.356 -0.338
C 3.548 3.259 -0.362
C 4.376 2.626 -1.334
C 4.140 1.315 -1.710
C 3.113 0.533 -1.116
C 2.891 -0.870 -1.428
C 2.981 -1.833 -0.384
C 2.526 -3.165 -0.579
C 2.571 -4.093 0.429
C 3.133 -3.754 1.704
N 3.234 -4.680 2.694
C 3.929 -4.384 3.929
C 2.522 -5.944 2.691
C 3.627 -2.435 1.892
C 3.521 -1.499 0.892
C 2.290 1.181 -0.150
C 2.491 2.498 0.212
H 1.909 4.950 1.019
H 3.277 4.620 2.112
H 3.195 6.162 1.219
H 5.212 5.129 -1.353
H 4.566 6.408 -0.286
H 5.723 5.227 0.360
H 5.219 3.177 -1.760
H 4.770 0.831 -2.463
H 3.161 -1.273 -2.410
H 2.097 -3.415 -1.561
H 2.190 -5.100 0.236
H 4.904 -3.923 3.738
H 3.357 -3.717 4.591
H 4.083 -5.332 4.451
H 2.404 -6.334 1.676
H 3.116 -6.649 3.287
H 1.526 -5.851 3.159
H 4.109 -2.155 2.833
H 3.866 -0.483 1.068
H 1.479 0.619 0.313
H 1.851 2.940 0.980
C -2.533 1.259 -1.929
C -2.789 -0.240 -1.843
C -4.184 -0.533 -1.282
O -2.744 -0.873 -3.132
C -1.498 -1.071 -3.664
O -1.427 -1.541 -4.789
C -0.326 -0.739 -2.829
C 0.855 -0.511 -3.630
C 0.844 0.796 -4.424
C 1.552 1.876 -3.893
C 1.660 3.073 -4.597
C 0.957 3.236 -5.803
C 0.189 2.170 -6.303
C 0.158 0.940 -5.633
C -0.535 -0.954 -1.428
O 0.284 -1.248 -0.575
O -1.852 -0.891 -0.977
H -1.574 1.483 -2.413
H -3.352 1.714 -2.501
H -2.539 1.681 -0.915
H -4.356 -1.613 -1.286
H -4.262 -0.159 -0.259
H -4.930 -0.045 -1.913
H 1.683 -0.460 -2.930
H 0.932 -1.370 -4.322
H 2.008 1.763 -2.903
H 2.285 3.871 -4.194
H 1.000 4.189 -6.339
H -0.382 2.292 -7.225
H -0.427 0.102 -6.020

Arrangement B

Computed, not measured: 2 unconnected molecules or ions with the total composition C30H34N2O4, with the ωB97M-V functional and the def2-TZVPD basis.

Summary:
HOMO energy: -6.89 eV
SMILES: CN(C)c1ccc(C=C2C(=O)c3ccccc3C2=O)cc1.COC(=O)[C@@H]1CCCN1C1=CCCCC1
Lowest unoccupied orbital energy: -0.9 eV

CARTESIAN COORDINATES (ANGSTROEM)
C 2.814 3.980 7.222
N 3.383 4.099 5.897
C 4.129 5.321 5.690
C 2.759 3.467 4.814
C 1.548 3.964 4.280
C 0.955 3.360 3.187
C 1.530 2.190 2.633
C 1.046 1.677 1.362
C 1.059 2.487 0.266
C 1.013 1.917 -1.112
O 0.939 0.727 -1.419
C 1.132 3.079 -2.017
C 1.068 3.068 -3.400
C 1.172 4.288 -4.063
C 1.410 5.487 -3.357
C 1.541 5.483 -1.967
C 1.354 4.268 -1.302
C 1.383 3.971 0.158
O 1.651 4.802 1.024
C 2.648 1.608 3.278
C 3.312 2.285 4.284
H 2.569 2.936 7.449
H 3.591 4.349 7.895
H 1.908 4.592 7.344
H 4.777 5.190 4.818
H 3.479 6.197 5.536
H 4.721 5.493 6.593
H 1.101 4.843 4.747
H 0.033 3.770 2.764
H 0.913 0.608 1.233
H 0.925 2.113 -3.905
H 1.070 4.318 -5.142
H 1.494 6.422 -3.906
H 1.768 6.400 -1.421
H 3.009 0.654 2.887
H 4.239 1.901 4.710
C 0.694 -1.729 -3.171
O 0.355 -2.515 -2.025
C -0.374 -3.575 -2.407
O -0.819 -3.700 -3.542
C -0.522 -4.626 -1.346
C 0.162 -5.895 -1.887
C -0.973 -6.822 -2.307
C -2.286 -6.129 -1.926
N -1.934 -4.881 -1.294
C -2.866 -3.883 -1.222
C -2.599 -2.515 -1.181
C -3.586 -1.583 -1.805
C -5.044 -2.111 -1.950
C -5.377 -3.451 -1.244
C -4.247 -4.470 -1.331
H 1.173 -0.846 -2.757
H 1.360 -2.319 -3.812
H -0.197 -1.463 -3.749
H -0.127 -4.253 -0.397
H 0.751 -5.608 -2.772
H 0.822 -6.335 -1.131
H -0.990 -6.947 -3.392
H -0.905 -7.809 -1.843
H -2.868 -5.951 -2.851
H -2.914 -6.749 -1.276
H -1.626 -2.076 -0.910
H -3.540 -0.609 -1.293
H -3.274 -1.363 -2.859
H -5.741 -1.334 -1.613
H -5.225 -2.231 -3.036
H -5.661 -3.340 -0.181
H -6.262 -3.930 -1.708
H -4.405 -5.014 -2.279
H -4.395 -5.251 -0.567

Of them, arrangement A has the lowest stability.

Arrangement A

Computed, not measured: a single C2H3N2P molecule, with the ωB97M-V functional and the def2-TZVPD basis.

Summary:
HOMO energy: -9.29 eV
SMILES: C1=C2NN[P@H]=12
Lowest unoccupied orbital energy: -0.4 eV

CARTESIAN COORDINATES (ANGSTROEM)
C -0.583 -1.541 -1.700
C 0.281 -0.749 -1.265
N 1.094 0.036 -0.532
N -0.200 0.172 0.554
P -1.554 -0.195 -0.570
H 1.861 -0.433 -0.113
H -0.023 -0.744 1.180
H -1.449 1.023 -1.115

Arrangement B

Computed, not measured: a single C2H3N2P molecule, with the ωB97M-V functional and the def2-TZVPD basis.

Summary:
HOMO energy: -8.35 eV
SMILES: c1cp[nH]n1
Lowest unoccupied orbital energy: 0.1 eV

CARTESIAN COORDINATES (ANGSTROEM)
C 0.971 -0.064 0.016
C 0.292 -1.223 0.006
P -1.781 -0.448 -0.001
N -0.967 0.987 -0.009
N 0.345 1.118 0.010
H 2.049 0.006 0.045
H 0.541 -2.257 -0.028
H -1.449 1.882 -0.040

Of them, arrangement A has the lowest stability.

Arrangement A

Computed, not measured: 2 unconnected molecules or ions with the total composition C7H16O, with the ωB97M-V functional and the def2-TZVPD basis.

Summary:
HOMO energy: -8.71 eV
SMILES: C/C=C/CCCC.O
Lowest unoccupied orbital energy: 1.0 eV

CARTESIAN COORDINATES (ANGSTROEM)
C -1.734 3.440 1.631
C -1.071 2.231 0.936
C -1.074 1.865 -0.376
C -0.480 0.580 -0.667
C 1.014 0.686 -0.478
C 1.603 -0.099 0.675
C 2.009 -1.569 0.218
H -1.309 3.684 2.613
H -2.783 3.208 1.731
H -1.692 4.390 1.111
H -0.605 1.552 1.644
H -1.504 2.448 -1.175
H -0.677 0.246 -1.809
H -0.743 -0.334 0.036
H 1.513 0.349 -1.503
H 1.358 1.753 -0.417
H 0.956 -0.250 1.564
H 2.525 0.377 1.108
H 2.667 -2.073 1.009
H 1.286 -2.380 0.125
H 2.563 -1.609 -0.728
O -1.440 -5.892 -2.184
H -0.990 -5.816 -3.030
H -1.391 -6.786 -2.031

Arrangement B

Computed, not measured: 2 unconnected molecules or ions with the total composition C7H16O, with the ωB97M-V functional and the def2-TZVPD basis.

Summary:
HOMO energy: -8.55 eV
SMILES: C/C=C/CCCC.O
Lowest unoccupied orbital energy: 0.9 eV

CARTESIAN COORDINATES (ANGSTROEM)
C -0.785 -2.282 -1.632
C -0.777 -0.845 -1.267
C 0.126 0.025 -1.773
C 0.339 1.454 -1.235
C -0.321 1.817 0.060
C 0.454 1.427 1.360
C -0.593 0.887 2.368
H -1.101 -2.433 -2.638
H -1.613 -2.643 -0.951
H 0.087 -2.896 -1.392
H -1.255 -0.521 -0.355
H 0.829 -0.327 -2.556
H -0.236 1.841 -2.131
H 1.315 1.863 -1.553
H -0.555 2.940 0.091
H -1.259 1.244 0.047
H 1.052 2.187 1.845
H 1.060 0.546 1.137
H -1.613 1.234 2.192
H -0.643 -0.178 2.549
H -0.124 1.172 3.342
O 1.301 -1.936 1.251
H 2.145 -1.632 1.611
H 0.682 -1.367 1.756

Of them, arrangement A has the lowest stability.

Arrangement A

Computed, not measured: 3 unconnected molecules or ions with the total composition C7H16O, with the ωB97M-V functional and the def2-TZVPD basis.

Summary:
HOMO energy: -8.78 eV
SMILES: C=C(C)O.C=CC.C
Lowest unoccupied orbital energy: 0.8 eV

CARTESIAN COORDINATES (ANGSTROEM)
C 1.918 -0.346 0.681
C 1.926 0.097 -0.587
C 1.798 -0.797 -1.786
O 2.298 1.366 -0.932
H 2.199 0.302 1.498
H 1.888 -1.401 0.889
H 2.785 -1.103 -2.128
H 1.318 -0.251 -2.594
H 1.226 -1.688 -1.541
H 2.415 1.894 -0.130
C -1.886 0.297 2.173
C -1.183 -0.457 1.349
C -1.735 -1.581 0.538
H -2.953 0.172 2.289
H -1.441 1.100 2.741
H -0.060 -0.338 1.244
H -1.224 -2.510 0.794
H -2.804 -1.705 0.703
H -1.555 -1.404 -0.521
C -1.006 1.665 -0.934
H -0.294 0.827 -1.037
H -0.773 2.181 -0.013
H -2.040 1.356 -0.922
H -0.817 2.324 -1.776

Arrangement B

Computed, not measured: 2 unconnected molecules or ions with the total composition C7H16O, with the ωB97M-V functional and the def2-TZVPD basis.

Summary:
HOMO energy: -8.93 eV
SMILES: C/C=C/CCCC.O
Lowest unoccupied orbital energy: 0.7 eV

CARTESIAN COORDINATES (ANGSTROEM)
C -0.579 4.130 1.502
C -0.720 2.642 1.399
C 0.077 1.733 0.762
C -0.040 0.246 1.044
C 0.313 -0.525 -0.233
C 1.855 -0.905 -0.251
C 2.179 -2.342 -0.275
H 0.167 4.505 0.749
H -0.141 4.346 2.524
H -1.590 4.599 1.301
H -1.573 2.212 1.918
H 0.840 2.091 0.101
H -0.995 0.060 1.674
H 0.704 -0.085 1.789
H -0.205 -1.558 -0.226
H 0.069 0.191 -1.043
H 2.394 -0.482 0.640
H 2.186 -0.433 -1.131
H 3.228 -2.573 -0.280
H 1.624 -3.070 0.367
H 1.534 -2.674 -1.132
O -3.786 -4.306 -4.064
H -3.929 -3.375 -4.010
H -3.613 -4.426 -3.125

Of them, arrangement B has the lowest stability.